1.
A cluster of 14 separate species, C17H62N16O14 in total at a distorted geometry. Source: OMol25; level of theory: the ωB97M-V functional and the def2-TZVPD basis.

Last column: Löwdin charge in e.
Positions of all 109 atoms, in Å:
O 8.6400 20.4580 -1.7670  -0.137
O 6.6870 20.2870 2.5620  -0.103
O 0.9360 21.4840 -2.3040  -0.073
O 1.3140 17.3670 -0.1240  -0.097
O 9.3080 23.4250 0.9980  -0.033
O 3.8440 18.1210 -6.0570  -0.146
O 9.8020 19.6960 0.7860  -0.144
O 4.5710 21.7050 0.5930  -0.065
O 7.1130 18.1000 -2.5830  -0.021
O 4.5630 16.7280 -0.5220  -0.092
O 3.5360 24.7310 3.1670  -0.118
O 3.4000 21.7580 -3.6620  -0.128
O 1.1610 19.6010 1.8490  -0.106
O 3.3470 22.2360 5.4340  -0.153
N 2.5810 19.0080 -4.1600  0.162
N 3.9350 23.4210 -5.1880  0.170
N 2.0860 17.1030 -4.8700  0.156
N 6.9560 21.8620 -2.6380  0.165
N 4.8250 18.5030 -2.7020  0.160
N 4.6040 21.9740 3.4130  0.177
N 6.1610 15.3490 0.3910  0.171
N 9.0250 22.1450 -3.3010  0.158
N 6.6640 17.4580 0.1990  0.129
N 5.9920 19.2290 -4.3090  0.102
N 5.1730 20.9240 5.1630  0.166
N 6.8240 17.9520 2.8250  0.186
N 5.2790 21.7350 -5.0670  0.157
N 6.3040 20.2110 -0.1310  0.167
N 4.8140 20.8350 -1.5600  0.137
N 7.2290 19.2260 4.5460  0.139
C 7.2350 23.6450 -0.1770  -0.079
C 5.8010 16.5130 -0.0080  -0.638
C 5.2380 20.9830 -0.3570  -0.555
C 4.3530 21.7030 4.6390  -0.678
C 3.3470 18.4940 1.9340  -0.032
C 2.8390 18.1090 -5.0520  -0.598
C 4.3590 24.7730 2.0000  -0.154
C 8.0420 22.8620 0.7850  -0.326
C 4.1840 22.3460 -4.6290  -0.629
C 6.0160 18.5200 -3.1940  -0.624
C 8.1970 21.5110 -2.5600  -0.627
C 1.7240 17.9020 -1.3500  -0.187
C 1.7930 22.5910 -0.3930  -0.075
C 2.4430 19.6360 2.4980  -0.231
C 10.8980 20.4980 1.1370  -0.184
C 1.4190 21.2700 -1.0400  -0.361
C 6.8890 19.1520 3.2830  -0.593
H 2.4720 23.0320 -0.9930  0.023
H 3.9460 18.5760 -3.2160  0.069
H 0.6980 20.9310 -0.3330  0.098
H 3.1130 17.5480 2.3250  0.068
H 7.0110 20.2490 -0.8160  0.041
H 5.3140 21.5610 2.7500  0.093
H 4.7740 17.8520 -1.9360  0.070
H 0.9740 18.5190 -1.6850  0.046
H 0.9470 23.3050 -0.2850  0.101
H 3.9630 21.4160 -1.6880  0.108
H 5.2550 24.2650 2.2130  0.050
H 7.8780 23.8940 -1.0490  0.081
H 6.4370 23.1650 -0.5420  -0.001
H 1.3500 18.0600 0.5240  0.017
H 11.3040 21.0460 0.2220  0.099
H 6.9900 19.4010 -4.5670  0.140
H 4.4050 18.6920 1.9720  0.044
H 5.4990 20.8350 -4.5510  0.061
H 5.8470 22.1160 -5.7660  0.093
H 2.3950 19.7710 3.5960  0.120
H 6.4730 17.7480 1.8510  0.068
H 3.9730 22.6480 3.0090  0.071
H 7.0160 17.1370 3.4330  0.143
H 7.4950 18.4270 5.0990  0.127
H 5.7820 20.3330 4.6010  0.047
H 4.6880 25.7480 1.8010  0.056
H 5.5610 18.8390 -5.2260  0.138
H 3.8230 24.4690 1.1130  0.073
H 6.6030 20.3700 0.8640  0.078
H 2.8290 25.4010 3.1600  0.094
H 6.7270 22.6740 -3.2910  0.148
H 2.1220 16.2240 -5.4820  0.171
H 1.7200 19.0520 -3.5700  0.143
H 5.0930 20.6710 6.0920  0.097
H 7.6560 17.2040 0.4440  0.160
H 9.5490 19.9270 -0.1060  0.010
H 8.1810 21.8450 0.5030  0.070
H 2.6210 18.4740 -1.0400  0.062
H 2.7640 20.5890 2.1630  0.058
H 3.2710 18.3690 0.8700  0.029
H 7.0110 24.6420 0.2760  0.098
H 5.6080 14.5220 0.0820  0.152
H 9.3060 23.7660 1.8490  0.049
H 4.4310 23.8570 -6.0170  0.168
H 7.1300 15.2020 0.7260  0.134
H 2.1570 22.3630 0.5900  0.055
H 10.0310 21.7710 -3.2460  0.170
H 6.5250 18.4660 -0.0910  0.092
H 1.6490 21.9300 -2.7900  0.043
H 3.1530 19.7900 -4.1840  0.051
H 0.6500 20.4100 1.9960  0.095
H 1.1230 17.1430 -4.5150  0.136
H 6.1180 21.3750 -2.2720  0.036
H 11.6960 19.7910 1.4280  0.070
H 2.2840 20.5950 -1.1160  0.087
H 2.9150 23.7020 -4.9850  0.183
H 2.0450 17.1460 -2.0720  0.081
H 7.4730 20.1740 4.9040  0.154
H 8.8210 22.8420 -4.0340  0.128
H 7.4320 22.8400 1.7040  0.119
H 4.8710 19.9270 -1.9950  0.042
H 10.7010 21.2560 1.9360  0.076

Results
Kohn-Sham gap   7.237 eV
HOMO   -7.59 eV
LUMO level   -0.3 eV
Electronic energy   -2614.252082 hartree
Largest force on an atom   9.84 eV/Å
ΔE to the lowest compared entry with this formula, charge and spin   225.7 kJ/mol

2.
A structure of composition C35H54BaN6O10P2. Source: OMol25; level of theory: the ωB97M-V functional and the def2-TZVPD basis.

Last column: Löwdin charge in e.
Positions of all 108 atoms, in Å:
Ba -1.6066 -0.2154 1.0232  1.890
P 1.7408 -0.2315 -1.3094  0.466
P 1.4917 2.2979 0.4003  0.453
O 2.4555 3.0801 1.3833  -0.166
O 0.3717 -3.4940 1.5187  -0.113
O 0.9841 3.2885 -0.7038  -0.182
O -2.1552 -2.7474 1.8205  -0.103
O 0.3575 -1.1891 2.8973  -0.031
O 0.4474 1.6110 1.1783  -0.394
O 0.7089 -0.8798 -0.4855  -0.338
O 1.2918 0.3629 -2.6917  -0.174
O -3.2195 0.0045 3.1235  -0.370
O 2.9162 -1.2730 -1.5729  -0.182
N -2.4193 -3.6711 3.8558  -0.126
N -5.4971 3.5017 5.1136  0.129
N 2.5494 -0.7539 2.6016  -0.126
N -2.3615 2.9761 1.9414  0.181
N -4.0051 0.6747 3.8592  -0.046
N -2.2936 -1.8809 -1.2281  0.005
C -4.2827 1.8297 -0.9018  -0.187
C -3.4811 -1.7067 -1.8288  -0.244
C 3.6560 3.8572 1.1413  -0.410
C 2.4531 0.3838 3.5084  -0.019
C -1.2683 3.5861 -1.5043  -0.032
C -2.2709 -4.1891 -1.8587  -0.071
C 4.5465 -2.6585 -2.5696  -0.039
C -5.6226 1.2273 -2.8052  -0.114
C 1.4451 -1.5234 2.4466  -0.443
C 0.0754 5.5213 -0.5931  -0.042
C -3.5185 -4.0351 -2.4501  -0.071
C -2.0045 -4.6153 4.8740  -0.040
C -1.0457 0.3187 -3.3356  -0.031
C 4.5275 -0.1842 -3.0603  -0.042
C -3.6213 0.5898 -0.8497  -0.221
C -1.7147 -3.0819 -1.2479  -0.161
C -4.1265 -2.7965 -2.4303  -0.018
C 3.7167 4.5285 -0.2167  -0.039
C 3.7000 -1.4227 -2.7820  -0.435
C 4.8658 2.9783 1.4053  -0.044
C 0.7924 -0.2327 -4.9609  -0.035
C 1.6031 -2.8588 1.7242  -0.127
C -3.0989 2.5643 2.7261  -0.180
C 3.8784 -1.1924 2.2218  -0.043
C -3.7962 -3.1876 3.9094  -0.013
C 2.5608 1.1534 -0.5008  -0.198
C -0.2695 4.0552 -0.4798  -0.410
C -5.0304 -0.0232 -2.7857  -0.075
C -4.0674 -0.3371 -1.8173  -0.266
C -4.8268 2.8112 4.4823  -0.206
C -1.6992 -3.4002 2.7525  -0.427
C 0.2971 -0.3344 -3.5347  -0.403
C -0.2772 -3.9584 2.6805  -0.115
C -5.2551 2.1564 -1.8395  -0.114
C -3.9808 1.9847 3.6868  -0.321
H 0.5148 5.7412 -1.5681  0.089
H -4.0256 2.5937 -0.1704  0.054
H -1.0177 1.3556 -3.6738  0.091
H 4.9623 2.2023 0.6434  0.071
H -5.3133 -0.7424 -3.5472  0.090
H 2.2900 -3.4893 2.3075  0.142
H -5.7246 3.1350 -1.8252  0.091
H 4.6153 5.1459 -0.2454  0.093
H 2.0329 -2.7023 0.7353  0.114
H -1.7577 -5.1411 -1.8466  0.097
H 0.2582 -1.3770 -3.2056  0.139
H -0.7637 -3.1519 -0.7308  0.089
H -5.1098 -2.6696 -2.8583  0.101
H 0.8633 0.8160 -5.2525  0.092
H -2.4227 -5.6110 4.6964  0.099
H 3.7818 3.8064 -1.0313  0.076
H 2.8538 5.1647 -0.3945  0.064
H -3.8414 -2.1757 3.5149  0.063
H 5.7725 3.5841 1.3823  0.089
H 5.2419 -2.5022 -1.7430  0.086
H 5.1815 0.0306 -2.2122  0.090
H -0.8353 6.1103 -0.4844  0.091
H 3.8945 0.6806 -3.2595  0.073
H -4.1158 -3.1821 4.9498  0.091
H -4.4628 -3.8339 3.3328  0.100
H 3.1862 1.6837 -1.2188  0.068
H 3.6048 4.6294 1.9098  0.146
H -0.8743 3.7253 -2.5133  0.090
H 4.7979 2.5074 2.3863  0.072
H -0.6313 3.8177 0.5193  0.089
H 0.7675 5.8294 0.1911  0.075
H 4.3696 -1.7687 3.0128  0.100
H 2.5561 0.0633 4.5489  0.102
H -4.0171 -4.8783 -2.9128  0.103
H 1.4936 0.8729 3.3764  0.081
H 1.7682 -0.6983 -5.0961  0.066
H -1.3672 0.2858 -2.2952  0.044
H 0.0824 -0.7260 -5.6251  0.093
H -1.5293 2.5382 -1.3566  0.056
H -2.1919 4.1555 -1.4031  0.094
H 3.0020 -1.5953 -3.6028  0.121
H -6.3623 1.4713 -3.5581  0.090
H -0.3262 -5.0529 2.6426  0.142
H -1.8015 -0.2160 -3.9135  0.101
H 3.8508 -1.7934 1.3152  0.080
H 0.2702 -3.6738 3.5816  0.126
H 5.1523 -0.3502 -3.9385  0.091
H 4.4942 -0.3130 2.0206  0.080
H 3.2450 1.0913 3.2705  0.068
H -0.9227 -4.6987 4.9238  0.077
H -2.3527 -4.2680 5.8459  0.092
H 3.9180 -3.5179 -2.3404  0.087
H 5.1221 -2.8767 -3.4694  0.088
H 3.2065 0.6993 0.2535  0.062

Results
Kohn-Sham gap   6.403 eV
HOMO   -6.40 eV
LUMO level   0.0 eV
Electronic energy   -3155.454185 hartree
Largest force on an atom   0.17 eV/Å
ΔE to the lowest compared entry with this formula, charge and spin   0.0 kJ/mol

Which of these has the lowest Kohn-Sham gap?
C35H54BaN6O10P2

LUMO level of number 1 (C17H62N16O14)?
-0.3 eV

HOMO of number 2 (C35H54BaN6O10P2)?
-6.40 eV

What is the Kohn-Sham gap in the second record?
6.403 eV